The following is a quantum chemistry calculation of a 11-piece molecular cluster, C4H29NO11S2 overall at a distorted geometry, from the OMol25 dataset.

Structure (XYZ):
```
47
C4H29NO11S2 (wB97M-V/def2-TZVPD)
S 1.4176 1.3324 1.8303
S 1.2173 -0.1452 3.1346
O -2.0372 -1.3340 0.4149
O -0.4143 2.8254 -1.9471
O -0.8708 -3.7295 0.1334
O -4.2597 -0.5087 -2.7426
O -3.3750 0.9281 1.6340
O 4.6594 1.7045 1.1833
O 1.6819 -3.5407 1.0954
O 2.5591 -0.9846 -0.6417
O -2.1401 2.7871 0.2022
O -1.4955 -0.5016 -2.6577
O 0.4407 -2.3050 -1.9487
N 2.0292 2.5643 -0.9770
C 0.5906 0.9408 0.2209
C -0.5768 -0.3033 3.4199
C 1.5052 1.1395 -0.9644
C 2.7278 0.2015 -0.8156
H 2.9588 2.5297 -0.5607
H -2.8217 0.1308 1.7158
H 4.3428 2.1759 1.9792
H 1.3420 -2.8149 1.6363
H 0.0196 -3.4698 0.4565
H -0.9592 -4.6609 0.3907
H 1.2156 0.8864 -1.9799
H -1.9967 -0.9301 -0.4562
H 0.2829 3.0636 -1.3173
H -0.7008 -1.0545 -2.4274
H 5.4415 1.2079 1.4932
H 3.7126 0.6661 -0.9965
H -0.0892 -2.9691 -1.4660
H -1.2669 2.8537 -1.4468
H -0.3194 1.5398 0.2139
H -4.0377 0.7075 0.9841
H -0.6734 -1.1303 4.1238
H 0.3105 -0.1168 0.2148
H 2.5595 -3.4268 0.7349
H -1.2222 -0.5059 2.5493
H -1.3216 3.1114 0.5871
H -3.4114 -0.9220 -2.5323
H -2.7005 2.2685 0.8203
H -1.0693 0.6176 3.7711
H 2.1741 2.7867 -1.9570
H -1.0963 0.3241 -2.8812
H -4.0168 0.3357 -3.1292
H 1.2803 -2.0531 -1.5144
H -1.5966 -2.2222 0.4196
```

Properties
- E_LUMO: 0.043 eV
- Highest occupied orbital energy: -8.90 eV
- SMILES: CSSC[C@@H](N)C=O.O.O.O.O.O.O.O.O.O.O
- ΔE to the lowest compared entry with this formula, charge and spin: 51.46 kcal/mol
- Gap between HOMO and LUMO: 8.9 eV
- Spin multiplicity: 1